Density functional theory data (ωB97M-V with the def2-TZVPD basis set) for 11 unconnected molecules or ions with the total composition C89H192N10O12.

Geometry (Å):
C 22.75754 13.59665 20.89633
C 21.59394 14.02017 20.02478
O 21.01533 15.18424 20.47327
H 22.47873 13.21662 21.82814
H 23.33095 14.48570 21.07252
H 23.36551 12.87013 20.35280
H 20.95499 13.20002 19.99959
H 21.96184 14.12486 18.96612
H 21.02327 15.19321 21.43230
C 17.77214 17.96655 21.42122
C 16.68248 17.34790 20.47639
C 15.88337 18.38541 19.75528
C 16.68040 18.96048 18.61174
C 17.02836 17.94400 17.52767
C 17.92775 16.86711 18.18945
N 17.20411 16.39805 19.37359
O 18.01580 15.38115 19.96318
C 17.97976 15.77291 17.12414
C 19.32998 17.48609 18.38491
C 15.94041 16.45614 21.35501
H 18.46403 17.10894 21.73334
H 17.43393 18.44924 22.33516
H 18.35838 18.68419 20.87378
H 14.92562 18.05274 19.23714
H 15.64874 19.22212 20.46612
H 17.62159 19.45146 18.95464
H 16.00340 19.76584 18.20128
H 17.60746 18.35053 16.66129
H 16.17373 17.48820 17.05468
H 18.43971 16.24141 16.20884
H 18.57890 14.92469 17.40601
H 16.96570 15.50295 17.02103
H 19.95939 16.75154 18.89994
H 19.72921 17.73376 17.46858
H 19.21334 18.37058 19.01633
H 16.62236 15.72108 21.80944
H 15.13783 15.98117 20.83031
H 15.46902 17.16456 22.07097
H 18.92612 15.69068 20.20311
C 24.79103 20.00639 15.44304
C 23.65335 19.32094 14.65402
C 24.26336 18.78955 13.32212
C 23.31004 17.87851 12.59553
C 22.93417 16.74333 13.55632
C 22.26362 17.15266 14.87466
N 23.22599 18.15079 15.41000
O 22.75006 18.56710 16.75021
C 20.84928 17.68481 14.54624
C 22.24186 15.91107 15.78024
C 22.52278 20.37996 14.53166
H 25.28554 20.80772 14.89406
H 25.52333 19.27152 15.75005
H 24.39440 20.43161 16.33245
H 24.62216 19.69647 12.82714
H 25.13643 18.17484 13.50143
H 23.73710 17.42394 11.69324
H 22.42684 18.31919 12.13017
H 23.80822 16.08801 13.67914
H 22.26698 15.96922 13.09278
H 20.78723 18.15083 13.59268
H 20.14973 16.89517 14.50151
H 20.57875 18.37225 15.34083
H 22.16044 15.02651 15.16121
H 23.16976 15.87595 16.27966
H 21.42311 15.74753 16.37581
H 22.06803 20.49390 15.54488
H 21.73149 20.01656 13.79598
H 22.97246 21.33290 14.19870
H 23.03151 17.85254 17.38404
C 11.50614 13.75374 14.55798
C 12.56130 14.31815 15.54342
C 12.80698 15.77605 15.07428
C 13.62882 16.43407 16.15258
C 12.82698 16.52064 17.45666
C 12.58279 15.07911 17.98126
N 11.93418 14.34995 16.88508
O 11.61990 12.96393 17.34718
C 13.92632 14.33682 18.48800
C 11.67778 15.03301 19.24357
C 13.77971 13.46356 15.41610
H 11.90457 13.84082 13.55012
H 10.66041 14.45683 14.63669
H 11.11603 12.71803 14.73808
H 13.37829 15.71230 14.11148
H 11.92626 16.30882 14.76463
H 13.94686 17.44918 15.88431
H 14.53543 15.83280 16.24401
H 11.87056 16.90471 17.12547
H 13.35326 17.19460 18.18129
H 14.23027 14.94387 19.31236
H 13.66317 13.38632 18.90888
H 14.64790 14.30074 17.67879
H 12.19428 15.56348 20.07360
H 10.71439 15.56500 19.03922
H 11.47772 13.95887 19.39661
H 13.56675 12.43262 15.50339
H 14.62842 13.63289 16.08095
H 14.21698 13.54541 14.40007
H 12.35559 12.69211 17.95976
C 9.55574 22.03542 20.78789
C 10.05381 20.57994 20.87074
C 11.58682 20.50713 20.92363
C 12.08247 19.03223 21.18732
C 11.65855 18.72461 22.59603
C 10.14886 18.67373 22.64730
N 9.68439 19.99294 22.16694
O 8.19962 20.01606 22.31404
C 9.55146 17.52426 21.79948
C 9.74026 18.38459 24.10621
C 9.64282 19.83510 19.62243
H 9.96969 22.44968 19.85396
H 9.97242 22.62030 21.57687
H 8.53433 22.15136 20.61253
H 12.04644 20.85832 19.99743
H 12.02950 21.17497 21.67608
H 13.15371 19.08134 21.04614
H 11.61704 18.35420 20.48836
H 11.93881 19.52972 23.30573
H 11.94229 17.76959 22.96964
H 8.46072 17.52307 21.69300
H 10.02911 17.45308 20.78266
H 9.77892 16.59818 22.27064
H 10.08862 17.38060 24.35338
H 10.23962 19.21785 24.67335
H 8.68340 18.30479 24.25713
H 9.61309 20.45829 18.74405
H 8.62372 19.48302 19.80636
H 10.19396 18.95668 19.34294
H 8.16690 20.67311 23.05770
C 12.06777 13.43472 22.89260
C 13.55141 13.42719 23.23272
C 13.99523 14.80372 23.68971
C 15.32244 14.78969 24.41624
C 15.19923 13.96982 25.65297
C 14.83751 12.51093 25.38546
N 13.61286 12.51171 24.47778
O 13.24234 11.17819 24.16060
C 16.02188 11.79685 24.76067
C 14.44236 11.77914 26.63116
C 14.34421 12.89420 22.09552
H 11.43658 13.48390 23.79239
H 11.75857 12.55170 22.34803
H 11.80540 14.32293 22.29053
H 14.13270 15.32006 22.73990
H 13.22628 15.24260 24.33571
H 15.52767 15.82034 24.72266
H 16.11314 14.43697 23.75285
H 14.43671 14.49826 26.28327
H 16.15713 14.06910 26.12482
H 16.27544 12.22867 23.81423
H 16.91633 11.89172 25.39018
H 15.87210 10.69365 24.63157
H 15.33877 11.70626 27.29249
H 13.76316 12.29502 27.29303
H 14.01823 10.79536 26.45186
H 14.35993 11.80989 22.07125
H 15.40180 13.24280 22.12256
H 13.92203 13.35491 21.20413
H 12.26577 11.17671 24.28198
C 17.95762 15.54820 12.52507
C 18.56914 14.12387 12.68501
C 18.04832 13.58482 14.01070
C 18.52127 12.13544 14.22955
C 17.71693 11.39644 13.13646
C 18.14465 11.79649 11.74638
N 18.03511 13.25380 11.64248
O 18.28242 13.81100 10.34873
C 19.43954 11.09402 11.37130
C 17.11228 11.24121 10.78171
C 20.11593 14.27922 12.56034
H 16.88342 15.45334 12.41014
H 18.49807 16.03910 11.70379
H 18.12940 16.18167 13.39728
H 18.30913 14.21035 14.79536
H 16.95718 13.62139 14.03252
H 18.21159 11.73606 15.22164
H 19.61180 11.98351 14.19700
H 16.67551 11.58990 13.35897
H 17.88475 10.29973 13.19160
H 19.61335 11.35422 10.34771
H 20.34131 11.18493 11.95262
H 19.19552 10.01504 11.29962
H 16.13427 11.64396 11.13628
H 17.30241 11.45063 9.76117
H 17.01639 10.13143 10.72524
H 20.46634 14.22378 11.53156
H 20.54287 13.45114 13.07830
H 20.51658 15.21300 12.98910
H 17.48516 14.10388 10.01991
C 16.84263 19.06324 14.04357
C 16.52484 20.54617 13.95342
C 17.47929 21.26111 13.01997
C 17.03126 22.64474 12.63957
C 15.73245 22.52998 11.94966
C 14.67623 21.89277 12.81998
N 15.18025 20.56074 13.22424
O 14.18042 20.00354 14.13624
C 14.22706 22.83517 14.01503
C 13.42808 21.72273 12.01736
C 16.57774 21.09814 15.32345
H 17.82809 18.82764 14.45126
H 16.87219 18.59484 13.06641
H 16.06895 18.53940 14.65869
H 18.49896 21.20568 13.42369
H 17.44906 20.63059 12.11794
H 17.76736 23.16569 12.09393
H 17.07207 23.25558 13.56824
H 15.76945 21.87052 11.06756
H 15.36395 23.50045 11.53320
H 15.00143 23.47525 14.48718
H 13.55859 23.57157 13.60719
H 13.67348 22.32975 14.80398
H 13.14643 22.54325 11.35007
H 13.59267 20.85995 11.37245
H 12.64813 21.53752 12.72401
H 15.71697 20.66240 15.88029
H 16.72042 22.20896 15.43246
H 17.48172 20.71233 15.83013
H 13.83643 19.36510 13.54950
C 20.32161 14.68561 25.79959
C 19.66087 15.30674 24.56555
C 18.55928 16.27280 25.01889
C 19.14591 17.58044 25.50367
C 19.86541 18.26965 24.34548
C 21.03487 17.45482 23.86192
N 20.58652 16.01636 23.67580
O 21.69608 15.17005 23.21364
C 21.52455 18.00593 22.49051
C 22.21372 17.56724 24.81395
C 19.03657 14.16263 23.77839
H 20.53304 15.43595 26.54254
H 21.21899 14.08290 25.58937
H 19.65587 13.96686 26.30556
H 17.78796 16.49517 24.20206
H 18.05567 15.82098 25.88853
H 19.81889 17.40403 26.35685
H 18.37302 18.25443 25.91038
H 20.27482 19.23117 24.62106
H 19.14723 18.46492 23.48374
H 20.71438 17.99381 21.76688
H 21.79324 19.05958 22.69919
H 22.35297 17.43550 22.06604
H 21.93258 17.40266 25.86978
H 22.95928 16.85902 24.48866
H 22.72634 18.55047 24.81527
H 19.92358 13.57386 23.49096
H 18.48667 14.47991 22.89693
H 18.45157 13.50340 24.40063
H 22.09478 14.70898 23.96672
C 16.26022 20.71253 23.69698
C 15.22789 20.41324 24.81020
C 14.65788 19.03979 24.39439
C 13.82268 18.40665 25.49180
C 14.68828 18.28758 26.74642
C 15.30409 19.62909 27.27191
N 15.92742 20.23956 26.09269
O 16.44775 21.53431 26.48032
C 14.25751 20.47965 28.01110
C 16.40622 19.26462 28.23641
C 14.09867 21.45208 24.81955
H 15.80766 20.39172 22.73132
H 17.18413 20.11675 23.80775
H 16.44106 21.79532 23.66071
H 14.11910 19.21834 23.50016
H 15.49724 18.32376 24.26584
H 13.44142 17.40834 25.25288
H 12.91954 18.97148 25.66028
H 15.50243 17.63127 26.45146
H 14.20056 17.80076 27.59230
H 14.70780 21.47354 28.21280
H 13.31632 20.61448 27.46387
H 13.94201 20.11124 28.99420
H 16.95294 20.07998 28.74176
H 16.01449 18.63838 29.06636
H 17.19536 18.64402 27.76073
H 14.28305 22.39378 25.35324
H 13.15877 20.97230 25.13584
H 13.89397 21.79738 23.80338
H 17.37937 21.49747 26.21071
C 14.81410 22.45867 19.58378
O 14.48129 22.68641 20.90423
C 14.05673 23.97542 21.18066
C 15.12072 24.97413 21.35542
N 15.82940 24.68982 22.62532
C 16.78518 25.68427 22.98942
C 17.11825 25.50034 24.44784
O 18.04104 24.52635 24.71031
C 18.06758 24.21567 26.12187
H 15.10839 21.39232 19.50491
H 15.67700 23.01235 19.17699
H 13.84607 22.51495 19.03022
H 13.50548 23.93143 22.14628
H 13.31847 24.24110 20.40162
H 14.68530 25.99911 21.39544
H 15.65780 25.01954 20.37731
H 16.38764 23.78688 22.70154
H 16.31903 26.59038 22.85811
H 17.70145 25.71839 22.38453
H 16.15223 25.23675 24.94374
H 17.53392 26.42234 24.91391
H 18.85896 23.50907 26.30860
H 17.04676 23.93614 26.44346
H 18.31630 25.17948 26.60188

Calculated values
HOMO = -8.173 eV
Total energy = -4956.12838 hartree
M = 1594.573 g/mol
Structure (SMILES) = CC1(C)CCCC(C)(C)N1O.CC1(C)CCCC(C)(C)N1O.CC1(C)CCCC(C)(C)N1O.CC1(C)CCCC(C)(C)N1O.CC1(C)CCCC(C)(C)N1O.CC1(C)CCCC(C)(C)N1O.CC1(C)CCCC(C)(C)N1O.CC1(C)CCCC(C)(C)N1O.CC1(C)CCCC(C)(C)N1O.COCCNCCOC.CCO

***

Density functional theory data (ωB97M-V with the def2-TZVPD basis set) for 2 unconnected molecules or ions with the total composition C8H10.

Geometry (Å):
C 1.19723 -0.72634 1.28945
C 1.23900 -1.33171 0.06852
C 1.21475 -0.57358 -1.10231
C 1.19733 0.88103 -1.14179
C 0.81244 1.43971 0.10670
C 0.96862 0.66316 1.12042
C -2.35237 -0.74444 -0.24779
C -2.14357 0.59096 0.23802
H 1.23805 -1.05366 2.26971
H 1.71705 -2.37560 -0.28749
H 1.67830 -1.14882 -2.07411
H 1.27601 1.42988 -2.14068
H 0.70369 2.37797 0.18634
H 0.75892 1.05473 1.99451
H -2.66039 -1.02228 -1.31281
H -2.64456 -1.67768 0.36095
H -2.31440 1.37654 -0.66092
H -1.88611 0.84013 1.33328

Calculated values
HOMO = -9.056 eV
Total energy = -310.65178 hartree
M = 106.168 g/mol
Structure (SMILES) = c1ccccc1.C=C

***

no.,Kohn-Sham gap (eV),strongest force on any atom (eV Å⁻¹)
1,8.6,4.2
2,10.1,8.2